No. 1
The following is a quantum chemistry calculation of one molecule with the formula C6H12O, from the Open Molecules 2025 dataset.

Last column: Mulliken charge in e.
CARTESIAN COORDINATES (ANGSTROEM)
1 C -2.00068 -1.42421 0.55296  -1.30
2 C -1.08458 -0.27171 0.09791  0.21
3 O -1.24823 0.79805 1.02875  -0.56
4 C 0.38581 -0.66854 -0.04241  -0.30
5 C 1.19696 -0.45075 -1.30076  -0.85
6 C 1.47556 0.38437 -0.08937  0.15
7 C 1.17898 1.86994 -0.12066  -1.32
8 H -1.62601 -2.41427 0.28096  0.38
9 H -3.01372 -1.31606 0.15258  0.31
10 H -2.09287 -1.38544 1.64568  0.32
11 H -1.43198 0.14617 -0.85525  0.31
12 H -0.70478 0.56709 1.79608  0.37
13 H 0.64898 -1.57039 0.51191  0.42
14 H 0.71390 0.05241 -2.13781  0.25
15 H 1.91373 -1.21484 -1.59180  0.28
16 H 2.37823 0.12704 0.46405  0.38
17 H 0.26138 2.08459 -0.67473  0.26
18 H 2.00436 2.40676 -0.60372  0.40
19 H 1.04497 2.27979 0.88562  0.31

Values from the calculation:
Structure (SMILES): C[C@@H]1C[C@@H]1[C@@H](C)O
F_max, eV/A: 0.33
Frontier orbital gap, eV: 10.99
DFT total energy, a.u.: -311.01309

=====

No. 2
The following is a quantum chemistry calculation of a 2-piece molecular cluster, C6H12O overall, from the Open Molecules 2025 dataset.

Last column: Mulliken charge in e.
CARTESIAN COORDINATES (ANGSTROEM)
1 C 2.61669 -0.21587 0.15395  -1.21
2 C 1.40811 0.23412 -0.66174  -0.51
3 C 0.18412 0.53183 0.18220  0.24
4 C -1.05710 0.99109 -0.57047  -0.71
5 C -2.18007 0.23578 0.15079  -0.18
6 C -1.53225 -0.93336 0.87257  -0.74
7 O -0.24978 -0.71506 0.85048  -0.04
8 H 2.92037 0.55905 0.86750  0.31
9 H 2.38688 -1.12380 0.71930  0.31
10 H 3.47111 -0.42495 -0.49739  0.36
11 H 1.64896 1.14404 -1.22696  0.30
12 H 1.13685 -0.53175 -1.40032  0.32
13 H 0.43786 1.20826 1.00751  0.29
14 H -1.17207 2.07734 -0.53288  0.34
15 H -0.99654 0.69240 -1.62415  0.31
16 H -3.00304 -0.08305 -0.49687  0.30
17 H -2.62924 0.82695 0.96082  0.29
18 H -1.75335 -2.39301 -0.51466  -0.01
19 H -1.64861 -2.36337 -1.25651  0.04

Values from the calculation:
F_max, eV/A: 0.44
Frontier orbital gap, eV: 9.31
DFT total energy, a.u.: -310.93181

=====

No. 3
The following is a quantum chemistry calculation of a 3-piece molecular cluster, C6H12O overall, from the Open Molecules 2025 dataset.

Last column: Mulliken charge in e.
CARTESIAN COORDINATES (ANGSTROEM)
1 C -0.85759 0.27561 1.86736  -0.74
2 C -1.16581 1.01513 0.80269  -0.02
3 C -2.30074 0.73648 -0.13865  -0.90
4 C 1.32439 0.69982 -1.74454  -0.35
5 C 2.28088 0.24412 -0.98307  -0.28
6 C 1.35730 -0.76902 -1.54740  -0.23
7 O 0.40719 -1.44436 -0.76516  -0.46
8 H 1.61852 -2.18158 2.05242  0.23
9 H -0.01636 0.52179 2.51000  0.27
10 H -1.44212 -0.60242 2.13731  0.26
11 H -0.55095 1.88661 0.57236  0.32
12 H -2.99487 1.58448 -0.17528  0.34
13 H -2.85882 -0.15510 0.16352  0.27
14 H -1.92833 0.57320 -1.15751  0.25
15 H 0.82001 1.55218 -2.17954  0.37
16 H 3.12855 0.45127 -0.34472  0.34
17 H 1.40333 -2.10442 1.34262  -0.25
18 H 1.66913 -1.44656 -2.34283  0.41
19 H 0.10629 -0.83723 -0.06959  0.18

Values from the calculation:
Structure (SMILES): OC1C=C1.[H][H].C=CC
F_max, eV/A: 0.38
Frontier orbital gap, eV: 10.54
DFT total energy, a.u.: -310.89108

=====

No. 4
The following is a quantum chemistry calculation of one molecule with the formula C6H12O, from the Open Molecules 2025 dataset.

Last column: Mulliken charge in e.
CARTESIAN COORDINATES (ANGSTROEM)
1 C 2.18996 1.46137 -0.17727  -1.22
2 C 1.22008 0.51827 0.52991  -0.31
3 C -0.65533 -1.74501 0.15578  -0.24
4 C -1.60061 -2.50282 -0.66830  -0.92
5 C -1.17234 -0.40307 0.53548  -0.39
6 C -0.22244 0.71107 0.07066  -0.11
7 O -0.78655 1.92094 0.55106  -0.52
8 H 1.95376 2.51737 0.00682  0.31
9 H 2.16843 1.29690 -1.26197  0.33
10 H 3.21773 1.29869 0.16122  0.35
11 H 1.25383 0.66918 1.61666  0.24
12 H 1.49835 -0.52299 0.34070  0.40
13 H -1.24978 -2.09176 -1.64181  0.25
14 H -1.41399 -3.57902 -0.71927  0.32
15 H -2.67500 -2.26703 -0.60040  0.31
16 H -1.16091 -0.39014 1.63903  0.32
17 H -2.19780 -0.14891 0.21230  0.33
18 H -0.23733 0.71457 -1.03519  0.20
19 H -0.25751 2.65015 0.20433  0.33

Values from the calculation:
F_max, eV/A: 0.40
Frontier orbital gap, eV: 8.55
DFT total energy, a.u.: -310.91773

=====

No. 5
The following is a quantum chemistry calculation of a 2-piece molecular cluster, C6H12O overall, from the Open Molecules 2025 dataset.

Last column: Mulliken charge in e.
CARTESIAN COORDINATES (ANGSTROEM)
1 C -2.07420 0.42093 -1.35124  -1.21
2 C -1.12866 1.01121 -0.32462  -0.20
3 O -0.84112 0.03885 0.65979  -0.35
4 C -0.06493 0.56576 1.70565  -0.26
5 C 0.80217 -0.35185 2.46411  -0.32
6 C 1.41786 0.47289 1.67076  -0.39
7 C 1.60271 -1.45442 -1.17582  -0.95
8 H -3.00295 0.09205 -0.87537  0.29
9 H -1.61904 -0.43952 -1.85152  0.27
10 H -2.32010 1.17188 -2.10964  0.38
11 H -1.58835 1.89458 0.14921  0.39
12 H -0.19643 1.34779 -0.80709  0.27
13 H -0.56966 1.41209 2.18633  0.42
14 H 0.99143 -1.29754 -0.28655  0.12
15 H 0.83739 -1.18280 3.15231  0.35
16 H 2.33970 0.81203 1.22333  0.36
17 H 1.50656 -0.58310 -1.83129  0.20
18 H 2.65200 -1.58442 -0.89503  0.31
19 H 1.25562 -2.34643 -1.70332  0.32

Values from the calculation:
Structure (SMILES): CCOC1C=C1.C
F_max, eV/A: 0.32
Frontier orbital gap, eV: 10.75
DFT total energy, a.u.: -310.93914

=====

No. 6
The following is a quantum chemistry calculation of a 2-piece molecular cluster, C6H12O overall, from the Open Molecules 2025 dataset.

Last column: Mulliken charge in e.
CARTESIAN COORDINATES (ANGSTROEM)
1 C -1.96780 -1.24603 -1.16479  -1.12
2 C -0.96461 -0.25469 -0.68435  0.22
3 C -0.70593 1.17976 1.22845  -1.13
4 C -0.64686 -0.17606 0.60296  -0.53
5 O 1.94027 -1.66117 0.40923  -0.53
6 C 1.92374 -0.46446 0.57587  0.28
7 C 2.22783 0.54411 -0.50337  -0.92
8 H -2.76877 -0.64367 -1.62026  0.29
9 H -1.63213 -1.98724 -1.88841  0.28
10 H -2.40267 -1.74011 -0.28905  0.32
11 H -0.74876 0.60751 -1.31868  0.32
12 H -0.43610 1.16669 2.27927  0.33
13 H -1.76591 1.45594 1.15005  0.35
14 H -0.14074 1.93942 0.68215  0.28
15 H -0.72452 -1.05730 1.24252  0.37
16 H 1.79994 -0.02907 1.59260  0.34
17 H 1.92182 0.16806 -1.48082  0.27
18 H 3.31573 0.67542 -0.50036  0.35
19 H 1.77548 1.52286 -0.31303  0.22

Values from the calculation:
Structure (SMILES): C/C=C/C.CC=O
F_max, eV/A: 0.90
Frontier orbital gap, eV: 9.65
DFT total energy, a.u.: -310.97475